{"formula": "C32H68AlF3N2O12P3", "method": "ωB97M-V/def2-TZVPD", "homo_ev": -5.09, "homo_lumo_gap_ev": 7.1, "molar_mass_da": 849.8, "total_charge": -1, "species": ["P", "P", "P", "Al", "F", "F", "F", "O", "O", "O", "O", "O", "O", "O", "O", "O", "O", "O", "O", "N", "N", "C", "C", "C", "C", "C", "C", "C", "C", "C", "C", "C", "C", "C", "C", "C", "C", "C", "C", "C", "C", "C", "C", "C", "C", "C", "C", "C", "C", "C", "C", "C", "C", "H", "H", "H", "H", "H", "H", "H", "H", "H", "H", "H", "H", "H", "H", "H", "H", "H", "H", "H", "H", "H", "H", "H", "H", "H", "H", "H", "H", "H", "H", "H", "H", "H", "H", "H", "H", "H", "H", "H", "H", "H", "H", "H", "H", "H", "H", "H", "H", "H", "H", "H", "H", "H", "H", "H", "H", "H", "H", "H", "H", "H", "H", "H", "H", "H", "H", "H", "H"], "coordinates": [[-2.643, 1.350, -0.249], [-5.540, 3.627, -1.454], [-3.107, 2.281, -4.019], [-3.276, 3.026, -1.798], [0.745, 7.566, -0.411], [-0.280, 7.036, -3.385], [-1.654, 8.300, 0.095], [1.551, 1.814, 0.550], [-2.968, 0.552, -4.173], [-1.654, 2.964, -4.753], [-2.349, -4.285, 2.129], [5.525, 3.355, -0.517], [-1.159, 0.580, -0.806], [-6.902, 0.092, -3.247], [8.991, 3.195, -3.729], [-1.878, -6.658, 7.678], [1.283, -7.945, 2.563], [-4.355, 2.772, -4.861], [-2.247, 2.200, 1.221], [-5.742, 5.254, -1.385], [-3.844, 0.303, 0.034], [-2.768, -6.558, 8.798], [9.027, 3.866, -4.997], [6.157, 5.632, -0.670], [-0.697, 7.629, -0.831], [9.532, 1.877, -3.895], [-8.011, -0.972, -5.049], [-1.093, -2.758, 0.828], [-1.974, 4.585, -1.469], [2.787, 1.638, -0.158], [2.364, -0.365, 0.993], [-1.183, -4.192, 1.300], [6.781, 4.883, -1.818], [-6.662, -0.558, -4.503], [-1.116, -5.446, 7.591], [-8.918, 0.093, -4.489], [5.064, 4.683, -0.228], [6.692, 3.448, -1.346], [-2.418, 6.010, -2.147], [-1.765, -4.452, 8.529], [0.051, -8.653, 2.370], [-1.718, -2.008, 1.976], [-8.309, 0.343, -3.126], [1.349, 0.680, 1.403], [-2.810, -2.958, 2.417], [9.641, 1.632, -5.384], [3.508, 0.483, 0.502], [-0.257, -7.232, 4.215], [1.194, -7.202, 3.787], [9.883, 3.021, -5.916], [-2.332, -5.350, 9.598], [-0.718, -8.559, 3.670], [-1.048, 6.969, -2.120], [-6.423, 5.436, -2.179], [8.888, 1.149, -3.395], [-0.315, -4.463, 1.912], [-2.890, 2.989, 1.265], [-1.896, 4.757, -0.313], [5.778, 6.620, -0.943], [6.613, 2.738, -2.174], [7.804, 5.195, -2.042], [-1.027, 0.726, -1.790], [9.423, 4.877, -4.867], [4.839, 4.770, 0.838], [-8.029, -1.036, -6.140], [-1.699, -2.623, -0.077], [-1.099, -5.096, 6.555], [-3.783, -6.429, 8.407], [0.262, -9.686, 2.081], [-0.983, -1.884, 2.781], [-2.869, 5.919, -3.232], [-8.294, -1.950, -4.643], [-0.808, -6.419, 3.727], [-1.261, -4.903, 0.472], [-1.780, 3.974, -4.741], [-3.732, -2.794, 1.850], [9.622, 3.140, -6.970], [7.559, 3.177, -0.734], [1.835, -7.696, 4.525], [8.689, 1.248, -5.770], [7.999, 3.938, -5.366], [-3.682, 0.064, -3.638], [-3.149, -4.897, 10.165], [2.635, -1.040, 1.809], [-2.096, -1.020, 1.702], [1.509, 1.005, 2.436], [4.184, -0.041, -0.179], [-1.541, -5.634, 10.302], [-0.070, -2.446, 0.604], [6.891, 5.757, 0.135], [-0.490, -8.165, 1.552], [4.094, 0.847, 1.355], [2.544, 1.410, -1.201], [-1.064, -3.704, 8.909], [-8.849, 1.000, -5.101], [-0.090, -5.673, 7.900], [-2.579, -3.929, 8.014], [-1.800, -8.626, 3.531], [-5.994, 2.986, -0.223], [1.564, -6.185, 3.629], [-4.658, 0.568, -0.564], [0.319, 0.324, 1.305], [-9.968, -0.206, -4.438], [-3.036, -2.870, 3.484], [6.175, 5.017, -2.722], [4.142, 4.847, -0.796], [-5.990, -1.409, -4.355], [-0.409, -9.365, 4.345], [10.939, 3.287, -5.791], [3.364, 2.566, -0.128], [-6.371, 3.068, -2.522], [-2.733, -7.483, 9.381], [-8.472, 1.366, -2.775], [10.428, 0.919, -5.642], [-0.385, -7.133, 5.295], [-8.709, -0.351, -2.380], [-0.925, 4.288, -1.921], [-6.170, 0.164, -5.164], [1.967, -0.967, 0.167], [10.518, 1.858, -3.417], [-3.192, 6.541, -1.412]], "mulliken_charge": [1.166, 0.592, 0.912, -0.859, -0.243, -0.283, -0.227, -0.381, -0.535, -0.554, -0.410, -0.394, -0.405, -0.355, -0.298, -0.358, -0.405, -0.680, -0.568, -0.799, -0.743, -0.483, -0.465, -0.619, 0.136, -0.443, -0.572, 0.010, -0.468, 0.492, -0.475, -0.326, -0.339, -0.413, -0.296, -0.541, -0.471, -0.287, -0.302, -0.583, -0.425, -0.039, -0.436, 0.249, -0.521, -0.541, -0.605, 0.375, -0.591, -0.535, -0.523, -0.653, 0.285, 0.184, 0.259, 0.109, 0.316, 0.291, 0.335, 0.160, 0.226, 0.267, 0.282, 0.271, 0.331, 0.133, 0.243, 0.266, 0.293, 0.196, 0.254, 0.256, -0.044, 0.314, 0.340, 0.267, 0.319, 0.224, 0.333, 0.272, 0.293, 0.347, 0.332, 0.393, -0.110, 0.281, 0.383, 0.257, 0.001, 0.284, 0.241, 0.241, 0.267, 0.352, 0.277, 0.254, 0.266, 0.350, 0.018, 0.283, 0.179, -0.436, 0.332, 0.250, 0.229, 0.296, 0.278, 0.281, 0.258, -0.504, -0.052, 0.260, 0.260, 0.329, -0.018, 0.278, 0.279, 0.284, 0.155, 0.276, 0.309]}



{"formula": "C16H11ClN3O6S", "method": "ωB97M-V/def2-TZVPD", "de_lowest_ev": 0.480, "homo_ev": -4.00, "homo_lumo_gap_ev": 4.3, "molar_mass_da": 408.8, "total_charge": -1, "species": ["Cl", "S", "O", "O", "O", "O", "O", "O", "N", "N", "N", "C", "C", "C", "C", "C", "C", "C", "C", "C", "C", "C", "C", "C", "C", "C", "C", "H", "H", "H", "H", "H", "H", "H", "H", "H", "H", "H"], "coordinates": [[-0.694, 0.145, -0.638], [-2.994, 1.337, 0.793], [-3.375, 8.082, 0.595], [-3.786, 7.728, -1.537], [-3.523, 1.345, 2.102], [-2.834, -1.202, 3.968], [-3.705, -2.846, 2.806], [-3.719, 0.786, -0.354], [-3.480, 7.318, -0.394], [-2.791, -1.989, 2.981], [5.887, -2.063, 1.613], [-1.253, 0.396, 1.014], [4.720, -1.798, 1.603], [-3.393, 4.997, -1.189], [-3.280, 3.630, -0.920], [-2.837, 4.113, 1.405], [-3.235, 5.930, -0.149], [-1.756, -1.929, 2.131], [2.898, -0.502, 2.541], [1.041, -2.360, 1.470], [1.511, -0.296, 2.696], [-0.855, -0.756, 2.096], [3.321, -1.603, 1.767], [0.602, -1.188, 2.084], [-2.956, 3.166, 0.372], [2.413, -2.555, 1.309], [-2.933, 5.474, 1.152], [0.358, -3.070, 1.046], [-2.719, 3.800, 2.441], [2.798, -3.412, 0.785], [-0.777, 1.441, 1.132], [1.169, 0.592, 3.230], [3.603, 0.209, 2.969], [-3.630, 5.409, -2.180], [-1.671, -2.730, 1.401], [-3.481, 2.935, -1.745], [-1.027, -0.024, 2.924], [-2.836, 6.222, 1.944]], "mulliken_charge": [-0.186, 1.306, -0.579, -0.585, -0.567, -0.728, -0.781, -0.670, 0.926, 1.032, -0.546, -0.312, 0.016, -0.476, -0.382, -0.225, 0.018, -1.234, -0.727, -0.307, -0.452, 0.687, 0.620, 0.528, -0.048, -0.868, -0.511, 0.263, 0.432, 0.424, 0.234, 0.360, 0.391, 0.423, 0.334, 0.404, 0.362, 0.425]}